[1]
C17H11Cl2NO2 | wB97M-V/def2-TZVPD

```
33
Properties=species:S:1:pos:R:3:forces:R:3
N 0.6947 -1.4173 0.5783 -0.453 1.530 -1.215
C -0.3848 -2.2609 0.4808 -2.248 1.189 -0.125
O -1.5553 -1.8922 0.3624 1.575 -1.034 0.101
C 0.1231 -3.6553 0.4937 -0.283 -0.608 0.016
C 1.4428 -3.6117 0.4307 0.424 -0.778 -0.136
C 1.8520 -2.1809 0.4399 1.611 2.081 -0.219
O 2.9784 -1.6899 0.3359 -1.418 -1.125 0.220
H -0.5316 -4.5192 0.5192 0.102 0.171 -0.065
H 2.1309 -4.4561 0.3371 -0.156 0.513 0.183
Cl 2.0745 2.0680 -5.2007 0.111 0.203 -0.585
C 1.5185 1.6132 -3.6486 -0.505 -0.294 0.645
C 2.4435 1.0851 -2.7420 -0.237 0.076 -0.270
C 1.9849 0.6760 -1.5116 -0.470 0.292 -0.092
C 0.6433 0.8592 -1.1251 0.664 -0.376 -0.942
C 0.4536 0.4006 0.2624 0.813 -1.858 0.768
C -0.7582 0.6979 1.0313 -0.444 -0.045 1.373
C -0.4642 0.5993 2.4075 -0.659 0.263 -0.627
C -1.4323 0.7592 3.3701 -0.317 0.170 -0.247
C -2.7148 1.1277 2.9448 0.654 -0.311 -0.728
Cl -3.9156 1.3293 4.1444 -0.571 0.223 0.321
C -3.0448 1.2414 1.5797 0.013 -0.084 0.278
C -2.0897 0.9419 0.6063 0.937 -0.135 0.321
C -0.2687 1.4711 -2.0277 0.475 -0.327 0.498
C 0.1592 1.7838 -3.3218 0.509 0.185 0.289
H 3.5032 0.9921 -2.9740 -0.338 0.054 -0.214
H 2.6585 0.2196 -0.7907 0.000 0.085 -0.241
H 1.3862 0.5751 0.8495 -1.050 0.299 -0.533
H 0.5471 0.3207 2.6723 -0.043 0.061 0.212
H -1.1805 0.5880 4.4128 -0.313 0.188 -0.109
H -4.0644 1.5333 1.2916 0.510 -0.335 0.204
H -2.3804 0.8042 -0.4472 0.140 0.319 0.787
H -1.2726 1.7745 -1.7102 0.501 -0.386 -0.271
H -0.5364 2.2222 -4.0513 0.464 -0.207 0.403
```
Forces are in eV/Å.

## Properties
* E_LUMO: -0.01858 Ha
* energy: -1779.99554 Ha
* Kohn-Sham gap: 0.3099 Eh
* strongest force on any atom: 2.6 eV Å⁻¹

[2]
C3H4Br2S | wB97M-V/def2-TZVPD

```
10
Properties=species:S:1:pos:R:3:forces:R:3
C 1.0546 0.6545 0.3341 2.898 -0.915 -2.110
C 2.3104 0.0543 0.1080 -2.767 1.055 0.531
C -0.2276 -0.1198 0.4558 1.344 -2.257 -1.262
S -1.0678 -0.1250 -1.2533 0.366 0.227 1.312
Br 3.7387 1.2715 -0.2945 -0.237 -0.918 0.098
Br 2.6469 -1.8823 0.0470 -0.132 1.733 0.215
H 1.0796 1.7006 -0.1019 -0.433 -1.035 1.303
H -0.9238 0.2122 1.1973 -0.319 0.300 0.305
H 0.0756 -1.2278 0.6307 -0.799 1.932 0.042
H 0.1167 -0.3783 -1.8001 0.079 -0.121 -0.434
```
Forces are in eV/Å.

## Properties
* E_LUMO: 0.00239 Ha
* SMILES string: SCC=C(Br)Br
* energy: -5662.86800 Ha
* Kohn-Sham gap: 0.3374 Eh
* strongest force on any atom: 3.7 eV Å⁻¹

[3]
C23H38F9NO7PS | wB97M-V/def2-TZVPD

```
80
Properties=species:S:1:pos:R:3:forces:R:3
C 1.4008 -1.4275 6.2135 0.137 0.546 -0.758
P 1.3784 -1.7929 4.4008 0.298 -0.723 -0.458
C 2.9684 -0.9966 3.8823 -0.663 0.340 0.635
C 0.0801 -0.6441 3.6647 -0.401 0.178 0.205
S 0.7099 -0.2087 1.9966 0.311 -0.130 -0.046
C -0.1449 0.5965 4.5386 -0.190 -0.252 -0.530
C -1.3006 1.5302 4.1114 0.049 0.992 0.659
C -1.9154 2.2100 5.3702 -0.468 -0.530 -0.860
C -0.7375 2.6622 3.2570 0.124 -0.058 0.311
N -2.3624 0.7892 3.3579 1.697 -0.243 -0.754
O -2.2350 0.9093 2.0776 -0.567 0.143 0.307
C -2.5295 -0.6178 3.7620 -0.919 -1.158 -0.033
C -3.6657 -1.2383 2.9125 -0.209 0.319 0.554
C -2.9499 -0.7561 5.2315 -0.067 0.557 -0.384
C -1.2406 -1.4409 3.5426 0.579 0.404 0.447
H 2.1389 -2.0813 6.6533 0.054 -0.378 0.192
H 0.4186 -1.6147 6.6264 -0.139 -0.098 0.298
H 1.7205 -0.4075 6.4132 -0.133 0.189 0.152
H 2.8551 0.0836 3.8753 0.102 0.278 -0.127
H 3.2510 -1.3412 2.9047 0.209 -0.119 -0.317
H 3.7329 -1.2176 4.6172 0.202 -0.275 0.078
H -0.3522 -0.5583 1.2642 -0.096 0.073 0.101
H -0.3155 0.2794 5.5598 -0.003 -0.148 0.172
H 0.7668 1.1827 4.5419 0.221 0.236 0.115
H -2.9251 1.8437 5.4901 -0.190 -0.052 0.358
H -1.3427 2.0090 6.2638 0.144 0.094 0.255
H -2.0080 3.2711 5.1895 0.110 0.318 0.169
H -0.1829 3.2933 3.9445 0.189 0.167 0.125
H -0.0400 2.3131 2.5124 -0.114 -0.050 -0.414
H -1.5253 3.2714 2.8354 -0.171 0.025 -0.273
H -4.4958 -1.5037 3.5552 -0.263 -0.020 0.142
H -3.3501 -2.1585 2.4469 0.140 -0.183 -0.344
H -4.0484 -0.5374 2.1845 0.131 0.040 -0.331
H -2.1233 -0.6257 5.9170 0.060 0.077 0.269
H -3.7321 -0.0358 5.4419 -0.137 0.107 0.213
H -3.3890 -1.7322 5.3704 0.124 -0.394 0.109
H -1.2243 -2.1966 4.3227 -0.133 -0.291 0.158
H -1.2463 -1.9894 2.6134 -0.054 -0.050 -0.321
C -3.3738 0.0851 -0.8779 -0.181 0.088 -0.260
C -3.5009 -1.4157 -1.0053 0.442 0.172 0.284
O -4.7663 -1.7913 -1.5896 -0.135 -0.114 -0.181
C -4.8395 -1.7358 -2.9118 0.392 0.088 0.289
O -3.9704 -1.4128 -3.6683 -0.200 -0.063 -0.034
C -6.2327 -2.2025 -3.3683 -0.333 -0.013 -0.173
F -7.2012 -1.6541 -2.6156 0.207 -0.177 -0.239
F -6.3221 -3.5419 -3.2602 -0.013 0.311 -0.025
F -6.4452 -1.8666 -4.6431 0.023 -0.121 0.341
H -4.2123 0.4953 -0.3146 0.056 -0.028 0.107
H -2.4518 0.3410 -0.3603 -0.008 -0.015 0.059
H -3.3674 0.5618 -1.8584 0.058 -0.054 -0.026
H -3.4872 -1.8819 -0.0230 -0.180 -0.065 -0.022
H -2.6843 -1.8403 -1.5881 -0.092 0.006 -0.149
C 1.6972 -1.8204 -4.6422 0.013 0.270 0.108
C 2.5247 -2.4775 -3.5585 -0.191 -0.319 -0.392
O 3.1700 -1.4903 -2.7278 0.036 0.093 0.230
C 2.4322 -0.9627 -1.7619 -0.124 -0.357 -0.320
O 1.2937 -1.2219 -1.4989 0.123 0.137 0.084
C 3.2733 0.0555 -0.9742 0.168 0.267 0.293
F 3.9799 0.8423 -1.8095 -0.183 -0.221 0.392
F 4.1426 -0.5767 -0.1638 -0.231 0.152 -0.245
F 2.4850 0.8268 -0.2256 0.301 -0.079 -0.287
H 2.3113 -1.1352 -5.2281 0.036 -0.078 -0.057
H 1.2826 -2.5758 -5.3081 0.015 -0.028 0.004
H 0.8737 -1.2482 -4.2154 -0.044 -0.078 0.028
H 3.3333 -3.0596 -3.9946 0.125 0.112 0.085
H 1.9260 -3.1453 -2.9412 -0.030 0.122 0.124
C 4.3369 2.4318 -4.4822 0.243 0.016 -0.351
C 3.3418 3.0179 -5.4595 -0.157 -0.032 0.486
O 3.9583 3.2979 -6.7325 0.003 -0.054 -0.240
C 4.0798 2.2665 -7.5571 -0.206 -0.003 0.425
O 3.7316 1.1395 -7.3535 0.095 0.094 -0.153
C 4.7143 2.7351 -8.8781 0.220 0.027 -0.313
F 5.7615 3.5457 -8.6530 -0.270 -0.214 -0.127
F 3.8045 3.4107 -9.6042 0.241 -0.147 0.156
F 5.1337 1.6878 -9.5924 -0.113 0.312 0.161
H 5.1986 3.0918 -4.3759 -0.051 0.052 0.048
H 3.8731 2.3027 -3.5123 -0.081 0.037 0.077
H 4.7016 1.4639 -4.8253 -0.082 -0.041 0.030
H 2.9699 3.9747 -5.0999 0.083 0.089 -0.157
H 2.4852 2.3607 -5.6026 0.060 -0.073 -0.137
```
Forces are in eV/Å.

## Properties
* E_LUMO (spin up / spin down): 0.02006 / 0.00111 Ha
* spin multiplicity: 2
* energy: -3118.92786 Ha
* Kohn-Sham gap (spin up / spin down): 0.3297 / 0.3103 Eh
* strongest force on any atom: 1.9 eV Å⁻¹

[4]
C20H27N3O4S | wB97M-V/def2-TZVPD

```
55
Properties=species:S:1:pos:R:3:forces:R:3
C -4.6618 -1.7848 -4.7485 -0.135 0.028 -0.186
H -4.7772 -0.7323 -5.0272 0.017 -0.041 0.001
O -3.8155 -1.9352 -3.6347 0.247 -0.025 0.232
C -2.5230 -1.5215 -3.7372 0.118 0.022 0.071
C -1.9550 -0.9417 -4.8658 -0.379 -0.076 -0.039
C -0.6249 -0.5545 -4.8488 0.161 -0.042 0.222
C 0.1647 -0.7356 -3.7252 0.040 -0.016 -0.205
C -0.4090 -1.3232 -2.5990 -0.099 -0.072 -0.126
C -1.7310 -1.7116 -2.6029 -0.239 0.007 -0.093
H -2.1803 -2.1706 -1.7363 -0.056 -0.069 0.110
H 0.2062 -1.5003 -1.7292 0.074 -0.034 0.092
C 1.5893 -0.2314 -3.6889 -0.026 0.174 0.146
N 2.4232 -1.1221 -2.8896 -0.104 0.120 -0.140
C 2.4919 -2.4324 -3.5106 -0.045 -0.070 0.061
H 3.0164 -2.4086 -4.4792 0.012 0.004 -0.028
H 3.0239 -3.1097 -2.8447 0.030 -0.076 -0.031
H 1.4884 -2.8207 -3.6721 0.039 -0.088 -0.030
C 3.7652 -0.6156 -2.6664 -0.033 0.078 0.108
H 4.2886 -0.3828 -3.6068 0.042 -0.009 -0.054
H 4.3337 -1.3798 -2.1390 0.068 -0.007 -0.003
H 3.7427 0.2727 -2.0415 0.081 0.051 -0.026
H 1.9735 -0.1568 -4.7271 -0.057 0.002 0.104
C 1.5420 1.2118 -3.1371 0.294 0.017 -0.252
N 1.0319 1.2634 -1.7920 -0.268 -0.090 -0.125
C 1.7880 1.6172 -0.7311 -0.202 0.018 -0.089
O 2.9222 2.0464 -0.8324 0.244 0.053 0.140
C 1.1204 1.4498 0.5994 -0.054 0.022 0.314
C 1.9403 1.2129 1.7012 -0.046 0.025 -0.034
C 1.3905 1.0444 2.9586 0.137 0.022 -0.049
C 0.0191 1.1252 3.1072 -0.330 -0.086 0.377
C -0.8084 1.3848 2.0320 -0.198 -0.019 0.148
C -0.2580 1.5468 0.7716 0.210 -0.015 -0.015
H -0.9041 1.7756 -0.0630 -0.056 0.017 -0.066
H -1.8709 1.4606 2.2032 -0.128 0.015 -0.056
S -0.6772 0.8963 4.7409 0.194 -0.370 -0.131
O -2.1063 1.0338 4.6663 0.049 -0.129 -0.249
O 0.0349 1.7152 5.6752 0.262 -0.072 0.032
N -0.2318 -0.7107 5.0276 -0.062 1.084 -0.293
C -1.0265 -1.6192 4.2350 -0.276 -0.202 -0.255
H -0.6200 -2.6254 4.3301 0.043 0.024 -0.029
H -2.0775 -1.6176 4.5457 0.028 -0.073 -0.030
H -0.9671 -1.3050 3.1945 -0.076 -0.192 -0.115
C -0.1669 -1.0471 6.4333 0.022 0.169 0.414
H -1.1614 -1.2009 6.8672 0.019 -0.036 0.031
H 0.3197 -0.2186 6.9416 0.044 -0.151 0.204
H 0.4260 -1.9538 6.5563 -0.020 0.026 -0.030
H 1.9998 0.8606 3.8284 0.176 -0.046 0.051
H 3.0076 1.1693 1.5461 0.076 0.008 0.006
H 0.1574 0.7841 -1.6408 0.088 0.082 0.152
H 0.8864 1.7963 -3.7932 0.166 -0.071 0.008
H 2.5301 1.6723 -3.1310 -0.106 0.001 -0.033
H -0.1993 -0.1050 -5.7349 0.062 0.040 -0.099
H -2.5330 -0.7870 -5.7630 -0.092 -0.005 -0.063
H -4.2966 -2.3519 -5.6108 -0.006 0.034 0.027
H -5.6273 -2.1823 -4.4402 0.050 0.042 -0.072
```
Forces are in eV/Å.

## Properties
* E_LUMO: 0.00694 Ha
* SMILES string: COc1ccc([C@@H](CNC(=O)c2ccc(S(=O)(=O)N(C)C)cc2)N(C)C)cc1
* energy: -1641.70947 Ha
* Kohn-Sham gap: 0.3258 Eh
* strongest force on any atom: 1.1 eV Å⁻¹

[5]
C7H18ClIrOPb | wB97M-V/def2-TZVPD

```
29
Properties=species:S:1:pos:R:3:forces:R:3
Ir 0.0768 0.3351 0.8544 -0.187 -1.560 -1.727
Cl 0.1625 -1.3096 2.4196 -0.422 -0.913 0.858
C 0.0819 1.9357 2.0162 0.890 2.499 1.072
H -0.8168 2.5626 1.8959 0.249 -0.402 -0.126
H 0.9636 2.5420 1.7758 -0.203 0.188 0.341
H 0.1477 1.6042 3.0601 0.035 0.007 -0.173
Pb 2.5270 -1.1704 -0.0611 0.137 -0.269 0.635
C 2.1292 -3.1250 -1.0924 0.097 0.041 -0.348
C 4.6430 -0.4849 0.3158 -0.085 -0.014 -0.221
C 1.1656 0.5189 -0.7902 1.188 1.086 -0.468
H 4.7799 0.4849 -0.1776 0.057 -0.298 0.176
H 4.7476 -0.3939 1.4041 -0.001 -0.025 -0.402
H 5.3260 -1.2431 -0.0879 -0.153 0.302 0.157
H 1.5413 -2.9301 -2.0012 0.233 -0.172 0.306
H 3.0934 -3.5937 -1.3318 -0.390 0.075 0.021
H 1.5573 -3.7368 -0.3829 0.218 0.232 -0.258
H 1.7302 1.4701 -0.8601 -0.139 -0.601 -0.276
H 0.7133 0.1949 -1.7506 -0.050 0.356 0.747
C -3.6207 1.2207 0.5444 -0.186 -0.024 -0.193
C -2.6601 0.3198 -0.2261 0.016 0.063 -0.104
C -3.1114 0.0710 -1.6646 -0.212 0.043 0.155
O -1.3843 0.9482 -0.2820 -1.125 -0.438 -0.216
H -3.7407 2.1695 0.0060 0.008 -0.156 0.109
H -3.2518 1.4412 1.5492 0.039 -0.095 -0.095
H -4.6049 0.7441 0.6365 0.160 0.097 -0.028
H -2.5281 -0.6307 0.3122 -0.288 0.028 -0.119
H -3.2373 1.0333 -2.1743 -0.002 -0.147 0.072
H -2.3656 -0.5068 -2.2152 -0.032 -0.001 0.107
H -4.0646 -0.4712 -1.6923 0.146 0.099 -0.002
```
Forces are in eV/Å.

## Properties
* E_LUMO (spin up / spin down): -0.02354 / -0.05603 Ha
* spin multiplicity: 5
* energy: -1109.84956 Ha
* Kohn-Sham gap (spin up / spin down): 0.2033 / 0.2724 Eh
* strongest force on any atom: 2.9 eV Å⁻¹

[6]
C21H30CdN6O5Si2Te | wB97M-V/def2-TZVPD

```
66
Properties=species:S:1:pos:R:3:forces:R:3
Cd 0.2585 2.4651 3.1629 -0.723 -0.417 0.461
O -4.7424 -0.8741 5.3157 -0.045 0.105 -0.001
C -3.6734 -0.1667 4.8613 -0.521 0.439 0.827
C -3.1063 0.8751 5.6339 0.111 -1.290 -1.101
C -1.9669 1.4341 5.1322 0.828 0.632 0.296
N -1.4389 1.0966 3.9593 0.342 0.446 0.270
C -2.0139 0.2072 3.1814 -1.996 -0.961 0.612
C -3.1810 -0.4531 3.6002 -0.047 -0.542 -1.679
C -1.3973 -0.0117 1.8244 0.554 0.529 -0.514
O -2.0177 -0.6669 0.9539 1.511 1.212 1.412
O -0.2594 0.6209 1.8020 -0.472 -0.730 -1.682
C -1.2121 2.5705 5.8410 -1.708 0.913 1.551
O -1.5033 2.8900 6.9983 -0.074 -1.109 -0.562
O -0.4582 3.2718 5.1163 1.777 0.321 -1.608
H -5.0020 -0.6106 6.2149 0.300 0.051 -0.458
H -3.4994 1.1981 6.5651 -0.245 0.160 0.711
H -3.7052 -1.1213 2.8415 0.813 0.766 1.432
N 4.4562 3.6664 1.7091 0.730 -0.472 0.044
C 3.8210 3.2972 2.8273 -1.373 0.546 -0.405
N 2.4944 3.3343 2.5349 0.885 -0.590 1.184
C 2.4162 3.6951 1.2282 2.945 -1.092 1.654
N 3.6239 3.8412 0.6700 -0.765 0.681 0.358
C 1.1697 3.7563 0.5675 -0.824 1.038 -3.633
C 1.1804 3.9829 -0.8466 0.806 -0.680 0.866
N 0.1002 4.0389 -1.5571 -1.793 -0.839 -0.731
C -1.1038 3.8264 -0.9551 3.075 0.986 2.171
C -1.1078 3.8230 0.4480 -0.824 0.747 -0.121
N 0.0264 3.7733 1.1969 -1.155 -0.284 0.143
H 5.4705 3.7755 1.5901 -0.841 -0.135 -0.093
H 4.3433 3.0768 3.7833 -0.790 0.178 -0.922
H 2.1220 4.0142 -1.3952 -0.091 0.339 0.309
H -1.9665 3.8027 -1.5453 -1.119 0.001 -0.714
H -2.0441 4.1063 0.9771 0.708 -1.011 -0.173
C 4.2118 -2.3221 -1.5428 -0.500 -0.630 0.072
Si 3.2879 -1.4867 -2.9995 -0.476 -0.755 0.948
C 4.5529 -0.8258 -4.2123 0.004 -0.892 -0.967
C 2.4101 -2.8382 -4.0138 -0.266 0.568 0.235
C 2.0175 -0.2670 -2.2091 0.381 -1.362 -1.638
Te 0.2989 -0.7719 -3.4458 -1.664 0.782 1.125
C -0.6319 -1.9364 -1.8259 -1.368 -0.209 -1.208
Si -2.4247 -2.7066 -2.2035 1.447 0.521 0.892
C -2.9903 -3.5945 -0.6144 0.105 1.301 0.025
C -3.6862 -1.2965 -2.4975 -0.466 -0.988 1.007
C -2.2882 -4.0967 -3.4202 -3.009 -1.304 -1.243
H 4.4520 -3.4044 -1.7926 -0.118 1.297 0.447
H 3.6110 -2.2760 -0.5836 0.641 -0.167 -1.106
H 5.1342 -1.7475 -1.3908 0.008 -0.323 0.132
H 5.1666 -1.7084 -4.6142 -0.771 1.200 0.699
H 5.2105 -0.1011 -3.7538 0.293 0.272 -0.114
H 4.0331 -0.4002 -5.0985 0.407 -0.023 0.530
H 1.6082 -3.3461 -3.4057 0.765 0.392 -1.011
H 3.2566 -3.4781 -4.1361 0.581 -1.133 -0.266
H 2.0897 -2.4881 -5.0384 0.116 -0.549 1.344
H 2.2953 0.7557 -2.2963 0.001 0.952 -0.111
H 1.6765 -0.4876 -1.2140 0.098 -0.177 0.470
H -0.9274 -1.1970 -1.0983 0.411 0.223 0.581
H 0.0529 -2.6923 -1.4194 -0.079 0.271 -0.165
H -2.7264 -2.9321 0.2460 -0.459 -0.595 -0.455
H -2.5549 -4.5741 -0.4777 0.311 -0.216 -0.026
H -4.0766 -3.7348 -0.7019 0.139 0.126 0.265
H -3.5531 -0.5876 -1.6438 -0.143 -0.495 -0.583
H -4.6961 -1.7918 -2.3875 0.861 0.641 -0.084
H -3.6822 -0.7461 -3.4257 0.220 0.066 -0.302
H -1.4308 -4.7532 -3.3823 0.404 0.130 0.103
H -2.5876 -3.9253 -4.4807 0.797 0.339 0.498
H -3.1923 -4.7773 -3.1576 1.350 0.801 0.000
```
Forces are in eV/Å.

## Properties
* E_LUMO: -0.04802 Ha
* energy: -2537.72699 Ha
* Kohn-Sham gap: 0.2040 Eh
* strongest force on any atom: 3.9 eV Å⁻¹